No. 1
Density functional theory data (the ωB97M-V functional and the def2-TZVPD basis) for 6 unconnected molecules or ions with the total composition C28H60N3O23P5S.

Atoms and positions in Å:
O: 3.893 -1.774 2.147
C: 3.272 -1.106 1.161
N: 2.631 -0.407 0.134
C: 3.770 0.472 -0.424
C: 4.013 1.960 0.263
C: 2.976 2.386 1.480
C: 1.580 2.893 0.751
C: 1.771 4.171 -0.258
C: 0.761 4.050 -1.585
O: 1.346 4.868 -2.659
C: 5.252 2.933 -0.282
C: 5.453 4.369 0.490
C: 7.014 4.953 0.408
O: 7.205 5.817 -0.776
C: 6.163 2.378 -1.538
C: 5.858 0.886 -2.215
N: 6.561 0.194 -3.376
S: 5.739 -1.364 -3.629
N: 4.471 -1.478 -2.386
C: 4.660 -0.123 -1.676
H: 2.656 1.453 2.153
H: 3.420 3.174 2.230
H: 0.796 3.232 1.581
H: 1.182 1.955 0.136
H: 2.854 4.317 -0.679
H: 1.492 5.142 0.370
H: 0.702 2.935 -1.998
H: -0.309 4.421 -1.253
H: 2.016 5.537 -2.279
H: 4.664 5.197 0.177
H: 5.263 4.190 1.654
H: 7.716 4.016 0.426
H: 7.192 5.575 1.412
H: 7.504 5.165 -1.499
H: 7.030 3.032 -1.992
C: -3.064 8.233 -2.091
O: -2.247 7.615 -1.123
P: -2.649 7.626 0.559
O: -1.918 6.293 0.747
O: -4.240 7.361 0.221
C: -4.660 6.131 -0.335
O: -3.051 7.637 2.242
C: -2.283 8.567 2.979
H: -2.423 8.730 -2.824
H: -3.638 7.463 -2.620
H: -3.739 8.975 -1.645
H: -3.825 5.498 -0.643
H: -5.276 6.344 -1.214
H: -5.274 5.599 0.393
H: -2.454 9.576 2.595
H: -1.221 8.317 2.904
H: -2.588 8.527 4.027
C: -7.254 -0.316 -0.735
O: -6.561 0.907 -0.625
P: -5.232 1.113 0.462
O: -4.626 2.166 -0.471
O: -4.645 -0.382 0.092
C: -4.136 -0.654 -1.198
O: -3.902 1.320 1.550
C: -4.256 2.043 2.712
H: -8.322 -0.104 -0.835
H: -6.930 -0.830 -1.647
H: -7.097 -0.957 0.142
H: -4.328 0.153 -1.908
H: -4.614 -1.564 -1.571
H: -3.062 -0.833 -1.129
H: -5.042 1.510 3.254
H: -4.605 3.042 2.439
H: -3.377 2.133 3.354
C: 0.811 2.448 8.704
O: 1.590 2.502 7.530
P: 1.369 1.383 6.230
O: 1.849 2.441 5.231
O: -0.269 1.455 6.393
C: -0.969 2.645 6.088
O: 1.149 0.263 4.929
C: 2.151 -0.734 4.894
H: 1.458 2.651 9.562
H: 0.051 3.236 8.666
H: 0.338 1.466 8.837
H: -0.305 3.493 5.907
H: -1.618 2.887 6.934
H: -1.596 2.477 5.211
H: 2.135 -1.307 5.825
H: 3.132 -0.273 4.758
H: 1.951 -1.407 4.057
C: -2.403 -8.083 -2.894
O: -3.243 -7.590 -1.875
P: -3.206 -5.933 -1.377
O: -4.684 -6.015 -0.982
O: -3.062 -5.426 -2.939
C: -4.127 -5.601 -3.851
O: -3.170 -4.276 -0.880
C: -2.488 -4.091 0.344
H: -2.046 -9.075 -2.603
H: -2.986 -8.196 -3.815
H: -1.539 -7.428 -3.066
H: -4.930 -6.223 -3.451
H: -3.732 -6.081 -4.752
H: -4.524 -4.624 -4.130
H: -1.452 -4.425 0.245
H: -2.985 -4.653 1.139
H: -2.497 -3.028 0.597
C: 4.195 -7.552 -4.733
O: 2.873 -7.916 -5.060
P: 2.206 -9.448 -4.612
O: 0.807 -8.826 -4.551
O: 2.927 -9.374 -3.132
C: 2.519 -8.409 -2.183
O: 1.538 -10.980 -4.165
C: 1.475 -11.884 -5.250
H: 4.631 -7.021 -5.584
H: 4.177 -6.861 -3.883
H: 4.816 -8.427 -4.502
H: 1.832 -7.670 -2.598
H: 3.410 -7.889 -1.818
H: 2.048 -8.914 -1.338
H: 2.480 -12.066 -5.639
H: 0.839 -11.476 -6.040
H: 1.051 -12.828 -4.900

HOMO in eV: -8.3
HOMO-LUMO gap in eV: 5.55
Maximum force in eV Å⁻¹: 10.94
Energy relative to the best compared isomer or geometry (same formula, charge and spin) in eV: 15.757
Total energy in a.u.: -5101.61791
Molar mass in Da: 993.7

No. 2
Density functional theory data (the ωB97M-V functional and the def2-TZVPD basis) for 8 unconnected molecules or ions with the total composition C28H60O9PS2.

Atoms and positions in Å:
O: -4.319 2.013 4.118
P: -5.167 2.726 3.006
O: -5.799 3.936 3.792
S: -4.375 3.099 1.347
S: -6.842 1.274 2.740
H: -3.942 1.175 3.805
H: -6.714 4.121 3.537
H: -7.912 1.648 3.541
H: -7.242 1.338 1.462
C: 0.757 3.477 0.208
C: -0.444 3.526 -0.736
C: -0.747 2.045 -0.920
O: -0.367 1.399 0.297
C: 0.397 2.299 1.103
H: 0.918 4.397 0.767
H: 1.666 3.257 -0.356
H: -1.283 4.030 -0.248
H: -0.244 4.035 -1.677
H: -0.155 1.623 -1.737
H: -1.802 1.845 -1.118
H: -0.219 2.621 1.951
H: 1.271 1.774 1.491
C: 1.163 -1.574 -0.301
C: 2.464 -2.352 -0.482
C: 2.328 -2.874 -1.907
O: 1.552 -1.893 -2.614
C: 0.976 -0.974 -1.688
H: 1.201 -0.817 0.479
H: 0.342 -2.259 -0.072
H: 3.313 -1.668 -0.412
H: 2.606 -3.151 0.246
H: 1.797 -3.829 -1.939
H: 3.284 -3.003 -2.409
H: 1.504 -0.016 -1.781
H: -0.073 -0.815 -1.945
C: 5.446 2.631 -1.502
C: 4.743 1.877 -2.630
C: 4.686 0.462 -2.069
O: 4.593 0.599 -0.647
C: 4.867 1.951 -0.268
H: 5.269 3.705 -1.512
H: 6.524 2.463 -1.554
H: 3.732 2.269 -2.769
H: 5.261 1.930 -3.586
H: 5.597 -0.097 -2.306
H: 3.828 -0.107 -2.433
H: 3.927 2.423 0.041
H: 5.546 1.959 0.583
C: -1.318 -2.003 -4.723
C: -1.920 -2.214 -6.112
C: -1.962 -0.789 -6.651
O: -0.864 -0.101 -6.054
C: -0.317 -0.889 -4.990
H: -0.851 -2.891 -4.302
H: -2.091 -1.661 -4.029
H: -1.249 -2.826 -6.719
H: -2.899 -2.691 -6.102
H: -2.892 -0.285 -6.361
H: -1.869 -0.740 -7.736
H: 0.645 -1.294 -5.312
H: -0.148 -0.253 -4.123
C: -10.939 1.370 6.589
C: -11.527 2.242 5.480
C: -10.280 2.871 4.880
O: -9.223 1.903 5.050
C: -9.658 0.859 5.950
H: -11.595 0.562 6.904
H: -10.707 1.982 7.462
H: -12.031 1.618 4.740
H: -12.236 2.985 5.837
H: -9.997 3.784 5.410
H: -10.389 3.104 3.820
H: -9.837 -0.049 5.367
H: -8.868 0.660 6.672
C: 4.459 1.174 4.379
C: 5.729 1.869 4.866
C: 6.107 2.703 3.649
O: 4.880 3.046 2.998
C: 3.814 2.270 3.540
H: 3.813 0.822 5.182
H: 4.717 0.320 3.749
H: 5.500 2.518 5.714
H: 6.518 1.183 5.167
H: 6.723 2.126 2.951
H: 6.640 3.618 3.906
H: 3.185 2.923 4.157
H: 3.207 1.877 2.722
C: 4.913 -7.017 -4.235
C: 4.446 -7.522 -2.870
C: 4.005 -6.227 -2.199
O: 3.535 -5.371 -3.242
C: 3.904 -5.910 -4.514
H: 4.922 -7.783 -5.008
H: 5.919 -6.600 -4.155
H: 3.594 -8.194 -2.992
H: 5.216 -8.047 -2.308
H: 4.845 -5.736 -1.695
H: 3.205 -6.376 -1.471
H: 3.005 -6.306 -4.998
H: 4.307 -5.111 -5.136

HOMO in eV: -10.3
HOMO-LUMO gap in eV: 6.41
Maximum force in eV Å⁻¹: 2.07
Total energy in a.u.: -2917.43197
Total charge: +1
Molar mass in Da: 635.9